This record from the OMol25 dataset describes 5 unconnected molecules or ions with the total composition C33H60BrFO12 at a distorted geometry. The level of theory is ωB97M-V with the def2-TZVPD basis set.

Its largest force on an atom is 4.3 eV Å⁻¹. As for the molecular weight: 747.73 g mol⁻¹. The total charge is 0. The value obtained for the calculated total energy is -132516.774 eV.

Positions of all 107 atoms, in Å:
C -0.882133 -5.021323 -0.162482
C -0.727897 -3.718478 -1.063897
C -1.961621 -3.639106 -2.054985
F -2.633239 -4.874817 -1.999195
C -2.879793 -2.381922 -1.891809
C -4.363282 -2.780837 -2.373443
C -5.383439 -3.047655 -1.215189
C -6.006762 -1.725386 -0.589667
Br -4.779576 -4.220250 0.242080
O -2.844522 -1.752025 -0.587676
C -3.071810 -0.368833 -0.603842
O -3.008660 0.391510 0.287398
O -3.344230 -0.108421 -1.967634
C -2.623131 -1.086628 -2.744930
C -1.205690 -0.410183 -2.899796
C 0.024247 -1.337495 -3.130254
O 0.211329 -2.062397 -4.084053
C 1.164697 -1.301303 -2.056279
C 2.544412 -1.855445 -2.396622
C 3.571770 -1.853404 -1.337456
C 3.355220 -1.353617 0.032672
C 2.034665 -0.792514 0.345367
C 1.006487 -0.794103 -0.698222
H -0.047078 -4.969446 0.596085
H -1.833493 -5.008601 0.418562
H -0.726136 -5.968222 -0.733970
H 0.189923 -3.907198 -1.688075
H -0.606185 -2.841712 -0.391894
H -1.526657 -3.572583 -3.094349
H -4.776762 -1.901080 -2.947775
H -4.342842 -3.607280 -3.137110
H -6.265189 -3.565915 -1.687680
H -7.037387 -1.916899 -0.187826
H -6.088226 -0.919523 -1.360818
H -5.403658 -1.338845 0.271793
H -2.954713 -1.229167 -3.805334
H -1.265762 0.251559 -3.813911
H -0.924314 0.299947 -2.073564
H 2.751712 -2.262315 -3.409266
H 4.567828 -2.283108 -1.577837
H 4.098526 -1.377377 0.859779
H 1.761670 -0.397769 1.353189
H -0.002902 -0.399493 -0.410668
C 3.971653 2.506447 4.955918
O 5.332190 2.116823 5.064706
C 5.515760 0.718011 4.879283
C 6.005139 0.400662 3.474559
O 5.022338 0.719845 2.494899
C 5.292646 1.961103 1.865281
H 3.936609 3.589706 4.835146
H 3.481487 2.046139 4.095115
H 3.435450 2.236295 5.871306
H 4.593609 0.172057 5.104078
H 6.277465 0.398090 5.596252
H 6.189565 -0.676070 3.403959
H 6.946946 0.916273 3.262422
H 6.100179 1.832015 1.137954
H 5.561724 2.741204 2.581052
H 4.390144 2.273103 1.339404
C 0.332522 4.502857 10.836886
O 1.035321 4.856939 9.655362
C 2.221194 4.091259 9.475433
C 2.012183 2.965638 8.474358
O 1.087628 1.999847 8.961393
C -0.211364 2.163884 8.411805
H -0.673266 4.918571 10.769921
H 0.253409 3.420190 10.956817
H 0.833933 4.932531 11.710280
H 2.580349 3.700368 10.432919
H 2.983691 4.770971 9.083930
H 2.965532 2.448840 8.325633
H 1.689289 3.358501 7.504715
H -0.230549 1.779456 7.386337
H -0.530803 3.208452 8.418416
H -0.909278 1.586903 9.018861
C 5.095222 1.200479 -4.161284
O 3.955441 2.030714 -4.000642
C 3.349618 1.882888 -2.719733
C 3.746056 3.003247 -1.797042
O 5.125889 2.939404 -1.507327
C 5.897269 3.865863 -2.256775
H 5.653553 1.555713 -5.028170
H 5.751258 1.232846 -3.288564
H 4.779801 0.167797 -4.344141
H 3.588487 0.908987 -2.280691
H 2.266814 1.917818 -2.875037
H 3.206972 2.873922 -0.852464
H 3.474633 3.983209 -2.203361
H 5.778064 4.870937 -1.837898
H 5.618021 3.872616 -3.312758
H 6.944583 3.572507 -2.179675
C -7.821403 -2.025344 -8.196713
O -7.525748 -0.780932 -7.579688
C -7.934558 -0.735965 -6.217911
C -6.763355 -0.968671 -5.276368
O -6.244738 -2.289145 -5.404169
C -5.070488 -2.332478 -6.202071
H -7.250717 -2.087554 -9.123651
H -7.547512 -2.871613 -7.562913
H -8.888454 -2.077119 -8.435823
H -8.736617 -1.456745 -6.028927
H -8.335140 0.265702 -6.037375
H -7.116988 -0.862362 -4.245660
H -5.976756 -0.224560 -5.439098
H -4.216449 -1.966067 -5.620530
H -5.172155 -1.742926 -7.115662
H -4.888696 -3.370419 -6.481696

Cartesian forces (eV/Å) of the 2 atoms listed first:
C 0.98 0.79 0.69
C -0.36 -1.81 -0.03

***

This record from the OMol25 dataset describes a molecular structure, C4H5O6Yb at a distorted geometry. The level of theory is ωB97M-V with the def2-TZVPD basis set.

Its largest force on an atom is 2.1 eV Å⁻¹. The expectation value of S² is 0.751. Its energy relative to the best compared isomer or geometry (same formula, charge and spin) is 0.0 kJ/mol. As for the molecular weight: 322.12 g mol⁻¹. The spin multiplicity is 2. The total charge is 0. The value obtained for the calculated total energy is -48043.695 eV.

Positions of all 16 atoms, in Å:
H -0.498473 -0.501423 -1.533395
O -1.076461 0.252542 1.740793
C -0.929937 0.826522 0.632545
O 0.212076 1.221856 0.252353
O -1.984132 0.896660 -0.163405
C -1.899886 1.564221 -1.435090
O -0.491241 -0.176547 -2.462087
C 1.735694 -2.310673 -0.460632
C -1.632525 0.637286 -2.610680
O 1.339889 -1.948217 0.577238
O 2.222086 -2.664973 -1.444478
Yb 1.285373 0.187658 2.390543
H -1.140295 2.356815 -1.386982
H -2.886907 2.024984 -1.551879
H -2.536530 0.029373 -2.794414
H -1.466890 1.263665 -3.498317

Cartesian forces (eV/Å) of the 2 atoms listed first:
H 0.07 0.35 -0.93
O -0.25 -0.15 0.56

***

This record from the OMol25 dataset describes a molecular structure, C42H45AlGeN5O4S2. The level of theory is ωB97M-V with the def2-TZVPD basis set.

Its largest force on an atom is 0.4 eV Å⁻¹. The expectation value of S² is 0.753. Its energy relative to the best compared isomer or geometry (same formula, charge and spin) is 136.0 kJ/mol. As for the molecular weight: 847.58 g mol⁻¹. The spin multiplicity is 2. The total charge is 0. The value obtained for the calculated total energy is -144711.320 eV.

Positions of all 100 atoms, in Å:
Al -2.582964 -0.280609 -0.910435
C -4.596147 -4.087523 -0.328547
C -3.832716 -2.896251 -0.795360
N -4.034052 -1.690575 -0.417701
N -4.975727 -1.361606 0.490705
C -5.173998 -0.049238 0.493466
N -5.995449 0.443575 1.429892
S -4.470069 1.060742 -0.649908
C -2.736626 -2.999114 -1.779149
C -2.319183 -4.188052 -2.348127
C -1.285614 -4.161565 -3.273041
C -0.695011 -2.955375 -3.606427
C -1.159471 -1.806453 -2.993186
N -2.158516 -1.828792 -2.113636
H -5.332851 -3.776344 0.406537
H -3.924765 -4.820243 0.124142
H -5.108030 -4.573615 -1.161558
H -6.231242 -0.158180 2.202451
H -5.979179 1.437376 1.592047
H -2.794298 -5.116898 -2.067859
H -0.936082 -5.080597 -3.722126
H 0.125780 -2.901537 -4.304227
H -0.737658 -0.829129 -3.193729
C 2.899351 4.214183 2.644301
C 1.470667 3.776466 2.813529
C 0.787381 3.150580 1.775055
C -0.525279 2.733552 1.930043
C -1.160765 2.935975 3.147821
C -0.502674 3.560001 4.197452
C 0.804949 3.982935 4.020211
S -2.816852 2.354820 3.376797
O -3.071949 2.325139 4.788239
O -3.685133 3.066072 2.483565
N -2.795146 0.805497 2.853277
C -1.894116 -0.131275 3.531010
C -1.918664 -1.491030 2.832682
C -1.192764 -1.476608 1.500212
O -0.165899 -2.106031 1.343148
O -1.750845 -0.740331 0.583657
H 3.267646 3.980125 1.646392
H 3.545611 3.715719 3.368382
H 2.997905 5.289234 2.801925
H 1.290266 2.979277 0.830657
H -1.036680 2.254121 1.099959
H -1.014267 3.693759 5.140528
H 1.323022 4.471018 4.837416
H -2.714308 0.779415 1.841097
H -2.256170 -0.238093 4.552207
H -0.864658 0.244705 3.579045
H -2.962468 -1.775068 2.670247
H -1.431507 -2.234232 3.460008
C 4.529668 1.552379 -3.272733
C 3.225809 1.231440 -3.623844
C 2.442905 0.471218 -2.765489
C 2.950147 0.006953 -1.552122
C 4.257676 0.349949 -1.206054
C 5.042717 1.114667 -2.059887
Ge 1.883189 -1.173810 -0.382164
C 2.008327 -2.964270 -1.184827
C 2.708885 -3.167585 -2.374211
C 2.845991 -4.441765 -2.913651
C 2.285451 -5.533341 -2.266655
C 1.586690 -5.345104 -1.079864
C 1.444891 -4.072228 -0.546300
C 2.800425 -1.288280 1.349750
C 3.854328 -2.184391 1.523313
C 4.486947 -2.310590 2.754061
C 4.066819 -1.546773 3.833216
C 3.015847 -0.653294 3.675917
C 2.388820 -0.531953 2.444340
H 5.141908 2.145248 -3.940377
H 2.815836 1.582254 -4.563136
H 1.416557 0.250305 -3.040025
H 4.670917 0.016637 -0.260715
H 6.057844 1.366217 -1.778347
H 3.158202 -2.323568 -2.886011
H 3.401118 -4.582090 -3.833239
H 2.403736 -6.528474 -2.677670
H 1.155518 -6.196061 -0.566034
H 0.898625 -3.932167 0.377546
H 4.189631 -2.795254 0.691681
H 5.304377 -3.011434 2.870329
H 4.551629 -1.653160 4.795401
H 2.679623 -0.054893 4.514156
H 1.562168 0.162530 2.337176
C 0.293031 4.224247 -1.657155
C -1.006696 3.704145 -2.278521
C -2.190691 4.535820 -1.763164
C -0.926385 3.809085 -3.808400
C -1.245459 2.296312 -1.921170
C -1.525449 1.133138 -1.708610
H 0.493193 5.233461 -2.024000
H 1.139956 3.587290 -1.917342
H 0.210687 4.269974 -0.571555
H -2.048600 5.585249 -2.030589
H -2.276145 4.459816 -0.678063
H -3.127677 4.187094 -2.198450
H -0.821107 4.855771 -4.101709
H -1.827507 3.405003 -4.269833
H -0.067155 3.254360 -4.188033

Cartesian forces (eV/Å) of the 2 atoms listed first:
Al -0.20 -0.14 -0.08
C -0.02 0.01 0.01

***

This record from the OMol25 dataset describes 10 unconnected molecules or ions with the total composition C17H56N12O12 at a distorted geometry. The level of theory is ωB97M-V with the def2-TZVPD basis set.

Its largest force on an atom is 6.3 eV Å⁻¹. Its energy relative to the best compared isomer or geometry (same formula, charge and spin) is 0.0 kJ/mol. As for the molecular weight: 620.71 g mol⁻¹. The total charge is 0. The value obtained for the calculated total energy is -60989.276 eV.

Positions of all 97 atoms, in Å:
C 9.221701 0.229179 2.257655
O 10.496312 0.392461 2.867579
C 11.367371 0.988539 1.937380
C 12.841219 0.696275 2.247161
N 13.122599 -0.714767 1.911123
C 14.510533 -1.206982 2.199403
C 15.174613 -2.105802 1.151519
O 16.418176 -2.601408 1.683357
C 16.910935 -3.691491 0.922844
H 8.552254 -0.369488 2.875341
H 9.207669 -0.283726 1.295970
H 8.584946 1.111937 2.199569
H 11.119597 2.045689 1.841814
H 11.254885 0.531261 0.954348
H 12.983792 0.686727 3.327750
H 13.487941 1.432044 1.769137
H 12.468109 -1.258702 2.455080
H 14.670761 -1.538630 3.225291
H 15.154151 -0.334201 2.089391
H 15.362619 -1.536260 0.241370
H 14.453349 -2.861039 0.839268
H 17.167500 -3.366283 -0.085390
H 16.153277 -4.469583 0.829927
H 17.819653 -4.096301 1.368331
C 13.644232 9.147622 10.146542
O 14.082633 7.835060 10.432802
C 14.116519 6.932637 9.372018
C 14.483257 5.546418 9.890933
N 13.331347 4.645913 9.851266
C 13.757001 3.262963 10.279698
C 12.583786 2.363239 10.153515
O 12.658272 1.654402 8.915481
C 11.602898 0.708091 8.824987
H 12.645317 9.037735 9.724408
H 14.343715 9.619042 9.456191
H 13.615160 9.760097 11.047716
H 14.878622 7.278069 8.673461
H 13.218282 6.896200 8.755626
H 14.887434 5.732374 10.885999
H 15.288416 5.199876 9.243064
H 12.796627 4.655366 8.994482
H 14.145784 3.368844 11.292481
H 14.586129 2.905397 9.669120
H 11.635274 2.892540 10.244509
H 12.620331 1.649923 10.976893
H 11.665224 0.087636 7.930981
H 10.591602 1.114542 8.838629
H 11.650780 -0.001308 9.651172
N 8.817958 -2.290840 9.408341
C 7.823231 -2.692577 8.660445
N 6.820529 -3.010675 9.399681
O 7.896302 -2.740124 7.429044
H 8.730496 -2.223354 10.412278
H 9.635925 -1.957634 8.918439
H 6.025904 -3.467789 8.975760
H 6.964134 -2.977529 10.398862
N 9.572680 -0.385766 5.879116
C 9.324175 0.897128 6.081699
N 10.007932 1.601182 5.245197
O 8.699563 1.424422 6.939920
H 10.137551 -0.593710 5.068080
H 9.055442 -1.118331 6.343784
H 9.927406 2.594389 5.409974
H 10.152699 1.204312 4.327786
N 8.688077 6.190546 5.205906
C 9.575640 5.381713 4.608035
N 9.579742 5.659079 3.331210
O 10.136640 4.443294 5.203653
H 8.174378 6.919634 4.731935
H 8.410060 5.929346 6.141096
H 8.855072 6.172781 2.850524
H 10.125310 5.102793 2.688555
N 12.623191 3.592289 4.232570
C 13.834632 3.323919 4.509223
N 14.118339 3.423667 5.763844
O 14.656215 2.946058 3.713192
H 12.264809 3.523218 3.290824
H 11.912566 3.696507 4.942681
H 14.948871 2.890390 5.978174
H 13.373610 3.614886 6.418748
N 7.164632 3.666748 7.948448
C 7.409107 4.848748 8.343436
N 6.481834 5.274757 9.147326
O 8.332989 5.595124 7.987209
H 6.315671 3.225131 8.271498
H 7.842073 3.236264 7.335375
H 6.747276 6.124022 9.625225
H 5.843852 4.662011 9.634794
O 6.363908 -3.321522 5.227884
H 5.541634 -2.852533 5.369860
H 6.940981 -3.010729 5.925466
O 7.513062 1.089064 9.838943
H 8.164225 1.038629 9.139179
H 6.709714 0.750017 9.444107
O 11.820623 4.151258 7.551138
H 10.981535 4.402469 7.165080
H 11.637083 3.332981 8.012625

Cartesian forces (eV/Å) of the 2 atoms listed first:
C -1.57 -0.71 0.64
O -0.90 -0.79 -0.99